1.
{
  "formula": "C17H11O4PdS4",
  "method": "the ωB97M-V functional and the def2-TZVPD basis",
  "charge": -1,
  "de_lowest_kcal_mol": 4.9,
  "s2": 2.019,
  "multiplicity": 3,
  "orbital_gap_ev": [7.3, 6.1],
  "symbols": ["C", "H", "H", "S", "O", "C", "H", "C", "Pd", "C", "H", "S", "S", "C", "C", "C", "O", "H", "S", "O", "H", "C", "C", "H", "H", "C", "H", "C", "H", "H", "C", "C", "O", "C", "C", "C", "C"],
  "coordinates": [[-2.55210, 0.57609, 2.94052], [-0.27463, -1.31594, 1.34331], [-0.12898, -1.51660, -0.55665], [4.96377, -1.01592, -0.17196], [0.41110, -0.77594, -0.85265], [-3.09159, 0.36079, -4.19340], [-1.82834, 2.50527, -1.90039], [0.66036, 1.61501, -0.87703], [2.67309, -0.61662, -0.21500], [-1.12849, 0.48906, 0.51710], [-3.78162, 0.33496, -5.02742], [6.79528, -1.59222, 2.10126], [2.49049, -1.58805, 1.92764], [-2.68813, 1.59096, 2.00090], [-1.30608, 0.43201, -2.02118], [4.14092, -1.64364, 2.34732], [0.16333, 2.73967, -0.88503], [-2.06431, 2.37340, 0.11714], [4.59237, -2.04962, 3.99208], [7.14501, -2.28696, 4.61912], [-3.42429, 2.43692, -3.75431], [-0.35455, 0.42732, -0.81052], [-2.01386, 1.57156, -2.40668], [-2.49421, -1.68972, -4.39364], [-1.53391, -1.25524, 3.40352], [-1.48931, -0.72895, -2.76504], [-3.10123, 0.61259, 3.87285], [-2.37529, -0.76879, -3.83621], [-0.91895, -1.61565, -2.52774], [-3.34122, 2.43207, 2.19898], [5.16956, -1.41691, 1.47008], [-1.68618, -0.46909, 2.67519], [1.88604, 1.31353, -0.89444], [-2.89550, 1.53359, -3.47578], [-0.98109, -0.50698, 1.47628], [-1.98347, 1.55240, 0.81034], [6.34600, -2.04433, 3.75145]],
  "mulliken_charge": [-0.32, -0.05, 0.33, -0.26, -0.60, -0.38, 0.36, 0.31, 0.11, 0.29, 0.37, -0.17, -0.38, -0.93, -0.06, 0.32, -0.67, 0.18, -0.17, -0.57, 0.37, 2.18, -0.17, 0.38, 0.40, -0.26, 0.37, -0.75, 0.32, 0.37, 0.25, -1.03, -0.77, -0.83, -0.06, 0.00, 0.54]
}


2.
{
  "formula": "C17H13BrN2O6Sr",
  "method": "the ωB97M-V functional and the def2-TZVPD basis",
  "charge": -2,
  "de_lowest_kcal_mol": 0.0,
  "orbital_gap_ev": [5.4, 3.9],
  "symbols": ["H", "C", "C", "O", "H", "O", "O", "Sr", "C", "N", "H", "C", "O", "C", "C", "O", "C", "C", "H", "C", "C", "H", "N", "C", "H", "C", "C", "O", "C", "C", "H", "H", "H", "H", "H", "C", "C", "Br", "H", "H"],
  "coordinates": [[6.96771, 0.00505, -2.66972], [-0.80630, -0.02275, 3.27908], [5.92771, 0.00182, -2.36671], [-0.50949, 0.02574, -0.37444], [-1.57056, -0.02096, 4.03689], [-7.11715, -1.37672, 0.07670], [-7.13831, 1.39527, 0.06729], [-3.09573, 0.03740, -1.17183], [0.54240, -0.05597, 3.61395], [2.01240, -0.00550, -1.02648], [0.32776, 0.02401, -0.92707], [4.92537, 0.01681, -3.33026], [-2.40522, 0.04157, 1.42654], [-6.08517, 0.81810, -0.17602], [2.24118, -0.02611, 0.31044], [-4.95087, 1.36765, -0.42365], [1.56030, -0.06138, 2.69944], [3.23196, -0.00477, -1.63300], [2.58561, -0.09460, 3.04126], [1.25371, -0.03021, 1.30304], [-0.13208, -0.00110, 0.94092], [-3.41750, 0.87732, 3.03372], [3.61672, -0.04399, 0.55282], [-1.11501, 0.00381, 1.90335], [4.05011, -0.01503, 1.45475], [-2.54042, 0.06364, -3.75971], [3.57476, 0.01399, -2.98491], [-4.93850, -1.31876, -0.44789], [-6.07555, -0.78481, -0.17990], [4.26750, -0.02084, -0.66350], [-3.31217, 0.06906, -4.54799], [-3.43217, -0.91309, 2.95545], [-1.57006, 0.06937, -4.28366], [5.20106, 0.03200, -4.37860], [2.79975, 0.02760, -3.74026], [5.60413, -0.01748, -1.00308], [-3.46902, 0.00961, 2.37290], [0.99461, -0.09870, 5.47596], [-4.38292, 0.04366, 1.78957], [6.37950, -0.03072, -0.24540]],
  "mulliken_charge": [0.35, -0.92, -0.41, -0.65, 0.48, -0.71, -0.71, 1.75, -0.25, -0.42, 0.64, -0.45, -0.08, 0.55, -0.17, -0.87, -0.99, 0.18, 0.34, 1.02, 0.23, 0.38, -0.06, 0.42, 0.18, -1.07, -0.79, -0.88, 0.57, 0.55, 0.20, 0.39, 0.21, 0.35, 0.45, -0.94, -0.75, -0.31, -0.14, 0.33]
}


3.
{
  "formula": "C17H13BrN2O6Y",
  "method": "the ωB97M-V functional and the def2-TZVPD basis",
  "charge": -1,
  "de_lowest_kcal_mol": 0.0,
  "orbital_gap_ev": 5.6,
  "symbols": ["H", "O", "C", "C", "H", "O", "N", "C", "C", "C", "H", "C", "C", "C", "H", "C", "H", "Br", "H", "C", "H", "H", "H", "C", "C", "C", "O", "C", "O", "Y", "N", "O", "C", "C", "H", "H", "C", "H", "H", "O"],
  "coordinates": [[-2.26562, -2.08897, -1.25729], [1.04072, 0.59068, -0.13151], [1.83685, 0.81301, -3.84927], [0.79691, -0.03549, 5.01023], [2.56038, 1.03726, 2.28844], [-2.26670, -1.75494, 4.45190], [-1.32171, -1.25237, 5.09845], [0.62281, 1.56221, -4.00863], [-0.25840, -0.65058, 4.34760], [0.21031, -0.61316, -4.67640], [-2.07145, 2.26291, -0.75111], [0.70804, -0.10776, 2.18267], [-2.27204, 0.99894, -2.59157], [-0.29967, -0.72516, 2.93953], [-2.36497, -0.07697, 0.57695], [1.76526, 0.54524, 2.83980], [-1.09540, -1.29108, 2.45036], [1.06452, -2.75603, -2.27183], [2.34068, -1.29816, -4.42882], [-2.17458, 1.27208, -1.19942], [-2.39476, -0.99062, -3.68867], [2.82561, 1.23800, -3.66173], [-0.30740, -1.52376, -4.99742], [0.64138, -0.33011, 0.68894], [1.58471, -0.52551, -4.28179], [-2.31674, -0.42536, -2.76242], [3.86595, 1.62750, 4.38828], [-0.34408, 0.69053, -4.58593], [2.95213, 0.78967, 6.21615], [0.21210, -0.21447, -2.26336], [2.95436, 1.02510, 4.98495], [0.13366, -1.41547, 0.32326], [-2.25318, 0.03676, -0.49830], [1.80976, 0.53112, 4.25027], [-1.34189, 0.98342, -4.93115], [0.49828, 2.63488, -3.81889], [-2.29343, -1.01841, -1.45776], [0.85798, -0.06641, 6.09457], [-2.37578, 1.76211, -3.36619], [-1.26459, -1.24062, 6.34709]],
  "mulliken_charge": [0.34, -0.98, -0.47, -0.21, 0.56, -0.59, 1.00, -0.59, -0.32, -0.86, 0.34, 0.17, -0.31, -0.52, 0.58, -0.47, 0.59, -0.61, 0.49, -1.12, 0.53, 0.49, 0.30, 0.92, -0.32, -0.65, -0.60, -0.17, -0.59, 0.91, 0.98, -0.49, 0.04, -0.02, 0.58, 0.38, -0.74, 0.58, 0.47, -0.61]
}


4.
{
  "formula": "C17H13ClN13O5SV",
  "method": "the ωB97M-V functional and the def2-TZVPD basis",
  "charge": -2,
  "de_lowest_kcal_mol": 0.0,
  "s2": 2.012,
  "multiplicity": 3,
  "orbital_gap_ev": [7.0, 7.0],
  "symbols": ["H", "O", "N", "C", "N", "N", "C", "N", "C", "H", "N", "C", "H", "H", "C", "O", "S", "N", "N", "N", "H", "C", "O", "Cl", "H", "H", "C", "C", "N", "H", "N", "C", "V", "C", "H", "H", "H", "N", "C", "O", "H", "C", "C", "C", "O", "C", "H", "C", "N", "N", "C"],
  "coordinates": [[-1.07166, 0.24518, 4.16241], [-0.96438, -0.02806, 1.79823], [3.01019, -1.13486, 2.83237], [-1.86511, -0.66404, -2.61094], [2.04303, 0.66376, 2.10404], [0.29274, -2.21179, -0.23586], [-4.02796, -0.31324, 5.71357], [-0.36413, -2.98680, -1.14070], [-2.85554, -0.36088, 3.18870], [-4.41950, -1.01242, 1.49043], [1.52377, -0.37072, 1.40945], [-0.18777, -0.41685, -4.72757], [1.25013, 0.04461, -3.17245], [-5.83085, -0.93170, 4.70706], [-0.18052, 3.06741, 1.57262], [-4.99534, -1.05444, 2.30690], [2.64251, 1.63652, -1.01636], [0.92383, -4.31007, -0.00627], [-2.90926, -0.71053, 0.81842], [1.69405, 0.51317, -1.07294], [0.88029, 3.04625, 1.33863], [-2.17598, -0.35984, 1.86790], [3.64268, 1.75074, -2.09274], [-0.52871, 4.59467, 2.44463], [0.52400, -0.30965, -5.53461], [-3.40403, -1.15507, -4.01493], [-2.36483, -0.88155, -3.88734], [-0.99972, 2.87540, 0.29264], [0.01281, -4.20543, -0.99599], [-0.38341, 2.24719, 2.25442], [-0.59166, -0.32358, -2.38085], [-4.78452, -0.66972, 4.61272], [0.03094, -0.08681, -0.06977], [0.22773, -0.21395, -3.41675], [-2.09265, 0.30107, 6.43384], [-1.86486, -0.91928, -5.97528], [-4.49121, -0.29509, 6.69371], [2.91258, 0.20661, 2.93662], [-1.50718, -0.75395, -4.96604], [-1.82154, 3.69587, -0.08247], [-3.76738, -1.00896, -1.51085], [-2.70575, -0.79266, -1.42764], [-2.11410, -0.00638, 4.31323], [-2.68481, 0.02096, 5.57270], [-0.69142, 1.78821, -0.31726], [1.06378, -3.06783, 0.42979], [2.47317, -3.46187, 1.84951], [2.14024, -1.44377, 1.88401], [-2.14417, -0.63019, -0.30157], [1.90645, -2.73190, 1.46027], [-4.21213, -0.69954, 3.33983]],
  "mulliken_charge": [0.45, -0.44, -0.66, 1.07, -0.65, 0.87, -0.28, -0.47, 0.04, 0.61, 0.90, -0.81, 0.53, 0.40, 0.44, -0.70, 0.25, -0.64, -1.45, -0.35, 0.12, 0.92, -0.59, -0.28, 0.41, 0.41, -0.96, 0.29, -0.80, -0.22, 0.57, -0.66, 0.89, -0.28, 0.41, 0.39, 0.34, -0.74, -0.23, -0.76, 0.29, -0.96, -0.58, -0.91, -0.58, 0.37, 0.24, 0.32, 1.07, -0.02, 0.41]
}